# 1
Entry from the OMol25 dataset: a molecular structure, C3H3FNaO (the ωB97M-V functional and the def2-TZVPD basis).

Summary:
LUMO = 2.500 eV
total charge = -1
HOMO = -3.801 eV
2S+1 = 1
orbital gap = 6.3015 eV

Geometry (Å):
F1 3.78094 -0.15670 0.38174
O1 0.20385 0.35384 -0.71537
C1 -0.93071 -0.65646 0.64046
C2 -1.00844 0.69310 -0.00803
C3 0.10692 -1.02173 -0.16089
H1 -1.82668 0.89958 -0.71775
H2 -0.88542 1.58376 0.63030
Na1 2.28904 -0.40390 -1.15167
H3 -1.72951 -1.29149 1.10122



# 2
Entry from the OMol25 dataset: a molecular structure, C3H3FO3Rb (the ωB97M-V functional and the def2-TZVPD basis).

Summary:
energy relative to the best compared isomer or geometry (same formula, charge and spin) = 163.2 kJ/mol
LUMO (spin up / spin down) = -0.291 / -1.239 eV
HOMO (spin up / spin down) = -8.230 / -8.229 eV
2S+1 = 2
orbital gap (spin up / spin down) = 7.9385 / 6.9902 eV

Geometry (Å):
H1 0.47078 -2.36698 -0.09770
O1 0.96843 2.93428 0.50854
O2 0.03287 0.90178 0.58520
O3 0.46156 -0.67206 -1.29921
C1 0.17295 -1.30932 -0.20239
C2 0.25736 -0.44395 1.02175
C3 1.03768 1.76604 0.68988
F1 -2.83384 -0.66109 -1.71298
H2 -0.47786 -0.72490 1.78903
H3 1.24112 -0.63924 1.47550
Rb1 -1.33107 1.21545 -2.75762



# 3
Entry from the OMol25 dataset: a molecular structure, C3H3FO3Yb (the ωB97M-V functional and the def2-TZVPD basis).

Summary:
energy relative to the best compared isomer or geometry (same formula, charge and spin) = 133.7 kJ/mol
LUMO (spin up / spin down) = -5.729 / -5.858 eV
total charge = +1
HOMO (spin up / spin down) = -10.473 / -13.838 eV
2S+1 = 2
orbital gap (spin up / spin down) = 4.7441 / 7.9800 eV

Geometry (Å):
C1 -1.99471 0.81467 -0.24138
C2 -2.25298 -0.54434 -0.74891
F1 -2.44084 1.01139 1.02095
H1 -1.92321 1.69582 -0.88220
H2 -1.97448 -0.66465 -1.79879
H3 -3.11013 -1.06380 -0.31713
O1 -0.89530 -1.47810 0.17903
C3 0.11967 -0.73284 0.25380
O2 1.32671 -1.10176 0.14079
O3 -0.06192 0.56141 -0.08989
Yb1 2.33590 0.86285 -0.21721



# 4
Entry from the OMol25 dataset: a single C3H3FOS molecule (the ωB97M-V functional and the def2-TZVPD basis).

Summary:
SMILES = F/C=C\OC=S
energy relative to the best compared isomer or geometry (same formula, charge and spin) = 90.0 kJ/mol
LUMO = 0.056 eV
HOMO = -9.322 eV
2S+1 = 1
orbital gap = 9.3771 eV

Geometry (Å):
C1 -1.66089 -0.57031 -0.00532
C2 -0.33675 -0.47756 -0.00825
C3 1.56716 0.90616 -0.00005
H1 -2.17020 -1.52086 0.03165
H2 0.32538 -1.33120 -0.00648
H3 1.78191 1.97431 -0.00060
O1 0.24568 0.77601 -0.00179
F1 -2.45555 0.48541 -0.00510
S1 2.70326 -0.24195 -0.00406



# 5
Entry from the OMol25 dataset: a single C3H3FP2 molecule (the ωB97M-V functional and the def2-TZVPD basis).

Summary:
energy relative to the best compared isomer or geometry (same formula, charge and spin) = 200.7 kJ/mol
LUMO (spin up / spin down) = -1.934 / -1.515 eV
HOMO (spin up / spin down) = -8.424 / -8.182 eV
2S+1 = 1
orbital gap (spin up / spin down) = 6.4899 / 6.6670 eV

Geometry (Å):
C1 -1.05999 -0.48916 -0.15331
C2 -0.63461 -0.36858 1.15259
C3 1.20467 0.67032 -1.07798
F1 -1.37415 -1.05219 2.07024
P1 -0.40625 0.38048 -1.52257
P2 0.67410 0.53908 1.83118
H1 -1.94030 -1.09827 -0.31623
H2 1.72945 0.02431 -0.38611
H3 1.80708 1.39402 -1.59780



# 6
Entry from the OMol25 dataset: a molecular structure, C3H3FP2 (the ωB97M-V functional and the def2-TZVPD basis).

Summary:
energy relative to the best compared isomer or geometry (same formula, charge and spin) = 107.2 kJ/mol
LUMO (spin up / spin down) = -1.235 / -2.396 eV
HOMO (spin up / spin down) = -7.720 / -9.492 eV
2S+1 = 3
orbital gap (spin up / spin down) = 6.4848 / 7.0968 eV

Geometry (Å):
C1 0.46842 -1.24392 -0.16101
C2 -0.18650 -0.09238 -0.21301
C3 0.94762 0.87292 -0.08158
F1 -3.70691 -0.16038 0.33535
P1 2.05664 -0.54120 0.37443
P2 -1.94883 0.52074 0.08404
H1 0.08140 -2.24064 -0.03542
H2 0.93228 1.65117 0.71698
H3 1.35588 1.23369 -1.01980



# 7
Entry from the OMol25 dataset: a molecular structure, C3H3FeO2 (the ωB97M-V functional and the def2-TZVPD basis).

Summary:
energy relative to the best compared isomer or geometry (same formula, charge and spin) = 234.2 kJ/mol
LUMO (spin up / spin down) = -5.441 / -7.344 eV
total charge = +1
HOMO (spin up / spin down) = -11.732 / -15.418 eV
2S+1 = 7
orbital gap (spin up / spin down) = 6.2902 / 8.0747 eV

Geometry (Å):
C1 -0.42817 -0.61321 1.16481
C2 0.85741 -0.05918 0.67750
H1 1.23915 0.82485 1.21378
H2 -1.10588 0.06016 1.69934
H3 1.61935 -0.84584 0.53708
O1 -1.52430 -0.23998 -1.57726
C3 -0.97280 -0.11050 -0.45340
O2 0.36792 0.36571 -0.61896
Fe1 -0.05267 0.61799 -2.64287



# 8
Entry from the OMol25 dataset: a molecular structure, C3H3GaO3 (the ωB97M-V functional and the def2-TZVPD basis).

Summary:
energy relative to the best compared isomer or geometry (same formula, charge and spin) = 0.0 kJ/mol
LUMO (spin up / spin down) = -16.483 / -17.043 eV
total charge = +3
HOMO (spin up / spin down) = -24.841 / -27.814 eV
2S+1 = 2
orbital gap (spin up / spin down) = 8.3578 / 10.7711 eV

Geometry (Å):
O1 -2.96752 4.12098 0.45462
Ga1 -0.13566 1.19034 0.21797
O2 -1.32500 2.50823 0.25274
C1 -2.13028 3.35081 0.34238
O3 0.36476 -1.52860 0.01811
C2 0.91408 -0.34318 -0.05882
H1 1.97600 -0.40393 -0.35345
C3 0.95284 -2.67027 -0.25349
H2 2.01003 -2.67008 -0.52715
H3 0.34076 -3.55431 -0.09292



# 9
Entry from the OMol25 dataset: a molecular structure, C3H3HgO2 (the ωB97M-V functional and the def2-TZVPD basis).

Summary:
energy relative to the best compared isomer or geometry (same formula, charge and spin) = 279.3 kJ/mol
LUMO = 3.967 eV
total charge = -1
HOMO = -2.589 eV
2S+1 = 1
orbital gap = 6.5553 eV

Geometry (Å):
H1 -1.62696 -2.26509 -0.03407
O1 0.19323 0.51719 -0.03853
O2 2.13701 1.40858 0.28007
C1 -1.00586 -1.48798 -0.49311
C2 -0.73423 -0.42754 0.31759
C3 1.37116 0.53206 0.72393
H2 -1.69583 -0.57842 -0.99022
H3 -0.90606 -0.46740 1.40072
Hg1 2.26753 2.76858 -1.16639



# 10
Entry from the OMol25 dataset: 3 unconnected molecules or ions with the total composition C3H3I2NO (the ωB97M-V functional and the def2-TZVPD basis).

Summary:
energy relative to the best compared isomer or geometry (same formula, charge and spin) = 410.4 kJ/mol
LUMO = -1.716 eV
HOMO = -8.961 eV
2S+1 = 1
orbital gap = 7.2448 eV

Geometry (Å):
C1 1.72867 1.69679 0.32896
C2 2.10965 0.47109 0.10339
C3 -0.69407 -1.32988 -0.52056
N1 0.27939 -0.65233 -0.21547
O1 -1.66130 -1.84167 -0.97243
I1 3.56498 -0.88582 0.20956
I2 -4.60148 -0.43260 0.16486
H1 2.29830 2.62133 0.17054
H2 0.80971 2.13951 0.57774
H3 -3.83386 -1.78645 0.15339



no.,calculated total energy (eV)
1,-12339.7102
2,-12671.9363
3,-43539.7680
4,-18758.1083
5,-24450.4100
6,-24449.5433
7,-41627.5211
8,-61636.6755
9,-11424.8771
10,-22893.5566